Computed, not measured: a molecular structure, C61H58BrF3N3O2RuSbTe, with wB97M-V/def2-TZVPD.

Calculated values
Frontier orbital gap (alpha / beta)   0.2421 / 0.2265 Ha
<S²>   6.05
Total charge   0
HOMO level (alpha / beta)   -0.2354 / -0.2683 hartree
Spin multiplicity   5

```
131
Properties=species:S:1:pos:R:3:mulliken_spin:R:1
Ru 0.4979 -0.4514 -1.9234 2.116
C 0.7173 4.0068 -3.0172 0.001
C 0.9521 3.1401 -1.8099 -0.005
O 0.7852 1.9229 -1.8732 0.033
N 1.3405 3.7715 -0.6793 0.018
C 1.1689 3.1940 0.6653 0.070
C -0.2654 2.8813 0.9668 0.233
C -1.2175 3.8303 1.1502 -0.139
C -2.5912 3.5260 1.0832 0.380
C -2.9470 2.2277 0.6860 -0.102
C -2.0025 1.2639 0.5172 0.338
N -0.6357 1.5287 0.7720 0.200
H 0.9872 3.4553 -3.9146 0.002
H 1.2648 4.9472 -2.9778 -0.001
H -0.3518 4.2247 -3.0644 0.000
H 1.3658 4.7768 -0.7283 -0.001
H 1.5549 3.9277 1.3727 0.004
H 1.7839 2.3001 0.7524 -0.025
H -0.8987 4.8567 1.3023 0.006
H -3.3384 4.2815 1.2729 0.010
H -3.9801 1.9654 0.4991 0.004
H -2.2166 0.2481 0.2260 0.049
C -0.8440 -4.5509 0.6609 0.012
C -1.8105 -3.3750 0.4617 0.034
C -2.4971 -3.4870 -0.8971 0.013
C -2.8526 -3.3707 1.5867 0.004
C -1.0269 -2.1049 0.5295 0.085
C -0.4628 -1.1627 -0.2529 0.069
H -1.3959 -5.4927 0.6239 0.001
H -0.3442 -4.4833 1.6288 -0.001
H -0.0850 -4.5638 -0.1226 -0.004
H -3.0642 -4.4192 -0.9469 0.000
H -1.7709 -3.4850 -1.7094 -0.011
H -3.1875 -2.6561 -1.0553 -0.001
H -3.3480 -4.3429 1.6313 0.000
H -3.6136 -2.6063 1.4132 -0.001
H -2.3940 -3.1692 2.5550 -0.001
Br 0.3697 -6.3254 -5.1722 0.001
C 0.3110 -4.7084 -4.1821 0.003
C 1.1291 -4.5516 -3.0767 0.008
C 1.1252 -3.3416 -2.3967 -0.025
C 0.3124 -2.2727 -2.7846 -0.048
C -0.5269 -2.4878 -3.8841 -0.145
C -0.5320 -3.6871 -4.5850 -0.004
H 1.7821 -5.3566 -2.7653 0.000
H 1.7847 -3.2279 -1.5402 -0.021
H -1.1974 -1.7033 -4.2220 -0.012
H -1.1768 -3.8217 -5.4436 -0.001
C -6.9619 2.6262 7.8631 0.000
C -5.8486 2.1414 6.9761 0.000
C -4.8285 2.9875 6.5736 0.003
C -3.7923 2.5589 5.7475 -0.004
C -2.7317 3.5731 5.4105 0.027
C -3.7691 1.2248 5.3111 0.005
Te -2.2493 0.5634 3.9864 -0.014
N -0.0408 0.6280 1.6585 0.959
C 0.1614 -0.6736 1.0623 -0.306
O -0.5699 -1.6895 1.8007 0.038
C 1.6516 -0.9627 1.0411 0.113
C 2.1978 -1.9646 1.8311 -0.010
C 3.5275 -2.3323 1.6666 0.019
C 4.3237 -1.7049 0.7184 -0.004
C 3.7886 -0.6833 -0.0550 0.050
C 2.4612 -0.3135 0.1111 0.008
C -0.8308 0.3017 5.5492 0.003
C -1.1393 -0.6456 6.5232 0.000
C -0.2867 -0.8822 7.5888 0.000
C 0.8997 -0.1695 7.6801 0.000
C 1.2052 0.7760 6.7161 0.001
C 0.3536 1.0364 5.6415 -0.003
C 0.7303 2.1032 4.6503 -0.005
C -4.7927 0.3492 5.7167 0.005
C -4.8687 -1.1135 5.3543 0.000
C -5.8091 0.8273 6.5384 0.000
H -6.8887 3.6992 8.0366 0.000
H -6.9360 2.1272 8.8336 0.000
H -7.9364 2.4198 7.4180 0.000
H -4.8369 4.0210 6.9046 0.000
H -2.0284 3.6760 6.2411 0.000
H -3.1849 4.5505 5.2379 -0.001
H -2.1640 3.2977 4.5238 -0.014
H 1.5696 -2.4672 2.5533 -0.002
H 3.9418 -3.1212 2.2814 0.001
H 5.3564 -2.0025 0.5911 0.000
H 4.4014 -0.1641 -0.7828 0.006
H 2.0813 0.5338 -0.4582 -0.048
H -2.0634 -1.2049 6.4465 -0.001
H -0.5452 -1.6221 8.3354 0.000
H 1.5839 -0.3458 8.5002 0.000
H 2.1269 1.3414 6.7951 0.000
H 1.6513 2.5979 4.9600 0.000
H -0.0572 2.8555 4.5707 -0.010
H 0.8698 1.6873 3.6517 -0.002
H -4.1340 -1.4094 4.6107 0.000
H -5.8605 -1.3558 4.9689 0.000
H -4.7107 -1.7268 6.2449 0.000
H -6.5944 0.1425 6.8442 0.000
F 4.3195 -5.3438 -6.6147 0.000
C 3.8380 -4.2050 -6.0828 0.000
C 4.2737 -3.8202 -4.8307 -0.001
C 3.7621 -2.6503 -4.2912 -0.003
C 2.8516 -1.8662 -4.9970 -0.003
C 2.4341 -2.2940 -6.2534 0.001
C 2.9221 -3.4695 -6.8063 0.000
Sb 2.0815 -0.1312 -4.0630 0.054
C 3.7693 1.1595 -4.2987 -0.006
C 3.6700 2.4321 -4.8530 -0.001
C 4.7590 3.2936 -4.8837 0.000
C 5.9526 2.8618 -4.3436 0.000
F 7.0135 3.6920 -4.3635 0.000
C 6.0990 1.6069 -3.7859 -0.001
C 4.9965 0.7665 -3.7646 -0.001
C 0.8972 0.6884 -5.6237 -0.008
C -0.4332 0.9941 -5.3486 -0.047
C -1.2582 1.5585 -6.3121 0.008
C -0.7226 1.8153 -7.5578 0.001
F -1.5092 2.3675 -8.5003 0.000
C 0.5934 1.5327 -7.8742 0.001
C 1.3973 0.9692 -6.8954 0.000
H 4.9765 -4.4402 -4.2913 0.000
H 4.0682 -2.3710 -3.2877 0.001
H 1.7029 -1.7240 -6.8129 0.000
H 2.5958 -3.8223 -7.7748 0.000
H 2.7368 2.7660 -5.2908 0.000
H 4.6941 4.2812 -5.3200 0.000
H 7.0562 1.3065 -3.3823 0.000
H 5.1144 -0.2202 -3.3299 0.001
H -0.8387 0.7986 -4.3597 0.044
H -2.2934 1.7977 -6.1109 0.000
H 0.9666 1.7543 -8.8647 0.000
H 2.4328 0.7516 -7.1335 0.000
```